[1]
{"formula": "C10H27CaNO8S", "method": "wB97M-V/def2-TZVPD", "elements": ["Ca", "S", "O", "O", "O", "O", "C", "O", "H", "H", "H", "H", "C", "O", "C", "C", "N", "C", "C", "O", "C", "H", "H", "H", "H", "H", "H", "H", "H", "H", "H", "H", "H", "H", "H", "H", "C", "C", "C", "O", "H", "H", "H", "H", "H", "H", "H", "H"], "positions_angstrom": [[-39.328, 9.971, -1.677], [-42.660, 9.574, -0.355], [-42.152, 8.786, 0.795], [-43.868, 10.300, 0.008], [-41.496, 10.357, -0.802], [-43.172, 8.826, -1.512], [-37.670, 12.606, -0.270], [-38.884, 11.869, -0.476], [-37.921, 13.370, 0.467], [-36.952, 11.985, 0.265], [-37.184, 13.099, -1.112], [-39.552, 12.546, -0.342], [-38.750, 12.124, -4.332], [-39.659, 11.610, -3.431], [-40.897, 11.174, -4.101], [-40.885, 9.679, -4.433], [-40.843, 8.963, -3.174], [-40.599, 7.514, -3.460], [-40.562, 6.703, -2.107], [-39.359, 7.096, -1.570], [-38.407, 6.039, -1.617], [-37.956, 12.722, -3.885], [-39.222, 12.971, -4.830], [-38.449, 11.485, -5.161], [-41.208, 11.857, -4.892], [-41.629, 11.337, -3.310], [-40.088, 9.604, -5.174], [-41.802, 9.373, -4.936], [-41.727, 9.020, -2.690], [-39.611, 7.340, -3.888], [-41.431, 7.308, -4.132], [-40.620, 5.617, -2.187], [-41.327, 7.032, -1.405], [-37.581, 6.317, -0.962], [-37.964, 6.058, -2.613], [-38.730, 5.008, -1.471], [-38.780, 8.046, 2.639], [-38.664, 9.166, 1.696], [-37.213, 9.204, 1.274], [-39.411, 9.061, 0.534], [-39.759, 8.053, 3.119], [-38.144, 7.985, 3.522], [-38.685, 7.116, 2.079], [-38.971, 10.065, 2.229], [-37.083, 9.887, 0.435], [-36.916, 8.240, 0.861], [-36.491, 9.488, 2.040], [-40.316, 9.002, 0.850]], "atomic_forces_ev_per_a": [[-0.3, -0.6, 0.9], [-3.3, -0.5, 0.9], [0.5, -0.7, 0.0], [0.6, 1.8, 1.4], [1.9, 1.9, -1.0], [1.6, -2.1, -1.6], [0.3, 0.2, 1.5], [0.9, 1.1, -0.2], [0.1, 0.4, 0.0], [0.0, -0.2, -0.5], [-0.4, -0.4, -0.4], [-0.8, -0.4, -0.2], [0.2, 2.3, -1.5], [-1.1, -1.1, -0.4], [-0.8, 0.2, 1.6], [-0.7, 1.7, 0.0], [2.8, -1.6, -1.2], [-1.4, 0.0, 1.2], [-1.6, 1.3, -1.4], [1.8, -1.2, 1.6], [1.3, 1.3, -0.8], [0.5, -1.2, 0.6], [-0.7, 0.2, -0.5], [0.4, -0.5, 0.5], [0.6, -0.1, -0.4], [-0.2, -0.1, 0.1], [0.5, -1.1, 0.5], [-0.3, 0.4, -0.5], [-1.1, 0.1, 0.5], [-0.1, 0.3, -0.5], [0.2, -1.1, -0.3], [-0.1, 0.0, -0.5], [-0.5, 0.1, -0.3], [-0.2, -0.2, 0.3], [0.2, -0.2, -0.4], [-0.6, 0.3, 0.6], [-1.8, -1.9, 1.1], [2.3, 1.3, 0.6], [0.5, 0.6, -0.8], [0.5, -0.5, 0.1], [-0.4, -0.2, -0.3], [0.7, 0.5, -0.4], [0.0, -0.2, 0.1], [0.2, 0.5, 0.0], [0.1, 0.2, -0.1], [-0.1, -0.2, 0.2], [-0.2, 0.0, 0.2], [-2.0, -0.2, -0.5]], "lowdin_spin": [0.4742, 0.0041, 0.0010, 0.0007, 0.0039, 0.0007, 0.0704, 0.0241, 0.0071, 0.0100, 0.0186, 0.0071, 0.0771, 0.0294, 0.0056, 0.0144, 0.0058, 0.0129, 0.0026, 0.0250, 0.0237, 0.0204, 0.0059, 0.0195, 0.0011, 0.0008, 0.0085, 0.0004, 0.0003, 0.0116, 0.0002, 0.0002, 0.0003, 0.0068, 0.0115, 0.0006, 0.0025, 0.0035, 0.0373, 0.0092, 0.0004, 0.0002, 0.0005, 0.0010, 0.0285, 0.0065, 0.0035, 0.0006], "de_lowest_ev": 1.057, "spin_multiplicity": 2, "charge": -1, "orbital_gap_ev": [3.1, 6.8], "s_squared": 0.75, "e_lumo_ev": [2.76, 2.69]}

[2]
{"formula": "C20H21F5N2PtS", "method": "wB97M-V/def2-TZVPD", "elements": ["Pt", "C", "C", "C", "C", "C", "C", "C", "C", "C", "C", "H", "H", "H", "H", "H", "H", "H", "H", "H", "H", "H", "H", "H", "H", "H", "F", "C", "C", "F", "C", "F", "C", "S", "C", "F", "C", "F", "C", "N", "C", "C", "N", "C", "H", "H", "H", "H", "H", "H"], "positions_angstrom": [[0.772, -0.190, -0.068], [0.333, -2.341, -0.431], [1.703, -2.100, -0.752], [2.348, -1.600, 0.421], [1.362, -1.594, 1.513], [0.138, -2.102, 0.992], [-1.102, -2.460, 1.721], [1.694, -1.353, 2.943], [3.776, -1.259, 0.639], [2.355, -2.312, -2.073], [-0.718, -2.857, -1.346], [-1.205, -3.549, 1.679], [-1.988, -2.033, 1.253], [-1.071, -2.161, 2.763], [2.160, -2.252, 3.354], [0.805, -1.132, 3.527], [2.398, -0.531, 3.060], [4.305, -1.073, -0.294], [4.264, -2.102, 1.137], [3.878, -0.390, 1.286], [2.769, -3.324, -2.087], [3.176, -1.617, -2.233], [1.652, -2.229, -2.899], [-0.852, -3.927, -1.156], [-0.451, -2.741, -2.393], [-1.680, -2.380, -1.160], [-2.149, 3.877, 5.364], [-1.618, 3.402, 4.264], [-1.522, 2.026, 4.083], [-1.964, 1.199, 5.016], [-0.966, 1.534, 2.924], [-0.900, 0.209, 2.766], [-0.489, 2.371, 1.921], [0.219, 1.890, 0.403], [-0.596, 3.752, 2.130], [-0.151, 4.590, 1.205], [-1.156, 4.270, 3.282], [-1.248, 5.573, 3.454], [-0.219, 1.751, -5.162], [0.529, 1.452, -3.935], [1.739, 1.993, -3.574], [2.043, 1.489, -2.351], [1.030, 0.630, -1.978], [0.122, 0.652, -2.949], [0.452, 2.240, -5.861], [-1.052, 2.412, -4.934], [-0.580, 0.826, -5.603], [2.269, 2.679, -4.211], [2.901, 1.675, -1.729], [-0.800, 0.096, -2.968]], "atomic_forces_ev_per_a": [[0.2, 0.0, -0.7], [-0.1, 0.0, 0.0], [0.1, 0.0, -0.1], [-0.1, -0.2, 0.8], [0.1, -0.2, 0.1], [0.0, 0.2, -0.1], [0.0, 0.0, 0.0], [-0.1, 0.1, 0.0], [0.0, 0.0, -0.3], [0.0, 0.0, 0.0], [0.0, -0.1, 0.1], [0.0, 0.0, 0.0], [0.0, 0.0, 0.0], [0.0, 0.0, 0.0], [0.0, 0.0, 0.0], [0.1, 0.0, 0.0], [0.0, 0.0, 0.0], [0.0, 0.0, 0.0], [0.0, 0.0, 0.0], [0.0, 0.0, 0.0], [0.0, 0.0, 0.0], [0.0, 0.0, 0.0], [0.0, 0.0, 0.0], [0.0, 0.0, 0.0], [0.0, 0.0, 0.0], [0.0, 0.0, 0.0], [0.0, 0.0, 0.0], [0.0, 0.0, 0.0], [0.0, 0.0, 0.0], [0.0, 0.0, 0.0], [0.0, 0.1, 0.0], [-0.1, -0.1, 0.0], [0.3, 0.0, 0.1], [-0.4, 0.0, -0.1], [0.0, 0.0, 0.0], [0.0, 0.0, 0.0], [0.0, 0.0, 0.0], [0.0, 0.0, 0.0], [0.0, 0.0, 0.0], [0.0, 0.0, 0.0], [0.0, 0.0, 0.0], [0.1, -0.1, -0.1], [-0.2, 0.4, 0.3], [0.1, -0.1, -0.1], [0.0, 0.0, 0.0], [0.0, 0.0, 0.0], [0.0, 0.0, 0.0], [0.0, 0.0, 0.0], [0.0, 0.0, 0.0], [0.0, 0.1, 0.0]], "mulliken_charge": [0.8437, 0.6624, 0.5027, 0.6948, 0.4793, 0.5798, -1.5707, -1.4868, -1.5222, -1.7083, -1.6196, 0.4068, 0.3680, 0.4071, 0.3452, 0.3814, 0.3763, 0.3904, 0.3664, 0.3930, 0.3763, 0.4196, 0.3748, 0.3725, 0.4000, 0.3987, -0.2405, 0.6912, -0.3165, -0.2636, -0.3521, 0.0129, 0.6086, -0.1432, 0.3874, -0.2708, 0.1790, -0.2409, -0.8196, 0.0439, -0.3633, -0.5848, -0.0802, -0.4289, 0.3189, 0.3421, 0.3482, 0.4642, 0.5241, 0.5526], "charge": 2, "orbital_gap_ev": 5.7, "e_lumo_ev": -8.76}

[3]
{"formula": "C30H58Br5Cl3CsFMgN3O5", "method": "wB97M-V/def2-TZVPD", "elements": ["C", "C", "C", "C", "C", "C", "C", "C", "C", "C", "C", "C", "N", "C", "C", "C", "C", "C", "O", "O", "C", "N", "C", "C", "C", "F", "C", "Br", "C", "O", "O", "C", "C", "C", "C", "N", "H", "H", "H", "H", "H", "H", "H", "H", "H", "H", "H", "H", "H", "H", "H", "H", "H", "H", "H", "H", "H", "H", "H", "H", "H", "H", "H", "H", "H", "H", "H", "H", "H", "H", "H", "H", "H", "H", "H", "H", "H", "H", "H", "H", "H", "H", "H", "H", "H", "H", "H", "Cs", "Cl", "Mg", "Cl", "C", "C", "Cl", "H", "H", "H", "H", "C", "Br", "Br", "Br", "H", "Br", "O", "H", "H"], "positions_angstrom": [[-1.889, 8.306, -1.449], [-2.230, 6.775, -1.022], [-1.079, 5.772, -1.508], [-1.315, 5.379, -3.061], [-1.250, 3.783, -3.215], [0.256, 3.187, -3.169], [0.332, 2.161, -4.481], [-0.666, 0.908, -4.291], [0.069, -0.526, -4.347], [-0.242, -1.403, -3.007], [-0.406, -2.956, -3.349], [0.687, -3.910, -2.613], [1.106, -3.452, -1.276], [0.056, -3.487, -0.225], [-1.169, -4.528, -0.478], [-2.097, -4.861, 0.791], [-2.859, -3.576, 1.446], [-3.649, -2.661, 0.408], [-4.781, -2.899, -0.064], [-2.994, -1.436, 0.019], [0.706, -3.521, 1.257], [1.763, -4.559, 1.493], [1.341, -5.664, 2.474], [1.199, -5.148, 4.011], [2.572, -4.683, 4.724], [0.666, -6.277, 4.813], [2.418, -5.115, 0.275], [1.663, -6.817, -0.402], [3.979, -5.435, 0.569], [4.776, -5.624, -0.409], [4.483, -5.563, 1.837], [2.448, -3.919, -0.842], [3.464, -2.717, -0.400], [2.900, -1.248, -0.700], [3.310, -0.680, -2.178], [4.464, 0.287, -2.059], [-1.795, 8.365, -2.590], [-2.746, 8.947, -1.056], [-0.937, 8.674, -0.944], [-2.313, 6.691, 0.121], [-3.237, 6.509, -1.488], [-0.029, 6.244, -1.450], [-1.029, 4.833, -0.847], [-2.364, 5.707, -3.367], [-0.529, 5.929, -3.685], [-1.693, 3.536, -4.246], [-1.876, 3.230, -2.436], [1.097, 4.023, -3.222], [0.453, 2.566, -2.220], [0.001, 2.815, -5.374], [1.412, 1.842, -4.646], [-1.274, 1.035, -3.323], [-1.389, 0.935, -5.183], [1.199, -0.300, -4.367], [-0.176, -1.081, -5.309], [0.598, -1.151, -2.284], [-1.212, -0.997, -2.554], [-1.476, -3.354, -3.250], [-0.161, -3.061, -4.477], [0.395, -5.029, -2.684], [1.633, -3.831, -3.304], [-0.451, -2.442, -0.276], [-0.873, -5.505, -0.978], [-1.869, -3.999, -1.230], [-2.935, -5.560, 0.413], [-1.579, -5.433, 1.650], [-3.668, -4.022, 2.187], [-2.170, -2.905, 2.098], [-2.406, -1.243, 0.793], [1.231, -2.495, 1.370], [-0.065, -3.551, 2.113], [2.534, -4.071, 2.016], [0.406, -6.218, 2.144], [2.210, -6.425, 2.473], [0.397, -4.287, 4.130], [2.748, -5.167, 5.756], [3.524, -4.867, 4.123], [2.525, -3.541, 4.901], [2.979, -4.411, -1.741], [4.442, -2.819, -0.999], [3.696, -2.746, 0.733], [3.449, -0.541, 0.033], [1.786, -1.103, -0.470], [2.429, -0.029, -2.542], [3.566, -1.508, -2.914], [4.298, 0.943, -1.281], [5.354, -0.214, -1.954], [-1.116, -3.550, 3.952], [2.452, 3.255, -3.645], [1.885, -4.459, -5.099], [-1.539, 10.591, 0.767], [-2.570, 10.613, 2.224], [-2.808, 9.228, 2.788], [-3.833, 8.234, 1.722], [-3.509, 11.105, 1.964], [-2.055, 11.230, 2.962], [-3.328, 9.303, 3.745], [-1.869, 8.696, 2.952], [-0.483, -0.847, 9.691], [-0.072, -0.445, 7.837], [-1.830, 0.350, 10.404], [-0.972, -2.709, 9.931], [0.428, -0.680, 10.263], [-6.476, -1.318, -0.503], [-1.538, 5.806, 3.340], [-0.804, 6.270, 3.760], [-2.104, 6.514, 3.007]], "atomic_forces_ev_per_a": [[-0.5, -1.0, 0.4], [1.1, 0.5, 0.3], [0.0, 0.2, -0.6], [-0.1, -0.7, 1.3], [0.0, 1.5, -1.2], [-2.1, -3.9, -0.5], [-1.0, 0.0, 0.2], [-0.2, 0.2, -0.9], [0.5, 0.7, 0.9], [-0.4, 0.6, -0.9], [0.8, -0.4, -0.1], [-0.3, 0.4, -1.1], [0.1, -1.2, 0.8], [-1.3, 0.5, 0.4], [-0.7, 0.4, 0.1], [-0.6, 0.4, -0.3], [-1.0, -0.4, 0.4], [-2.3, 0.8, -1.6], [5.4, -0.8, 1.9], [-0.3, -2.5, 2.1], [-0.4, 2.0, -0.8], [-0.5, -0.8, 2.1], [0.6, -1.4, 1.5], [1.5, -0.4, 1.0], [0.1, 0.8, 0.1], [0.4, 2.1, -1.9], [2.3, 1.2, -2.1], [0.0, 1.1, 0.4], [5.9, -1.9, 2.0], [-3.9, 1.0, 1.7], [-4.3, 1.4, -3.6], [1.0, -0.9, -0.7], [-0.6, 0.6, 0.3], [0.7, 0.4, 0.2], [-0.5, 1.1, 1.2], [-0.7, -1.0, -0.3], [-0.2, 0.1, 1.7], [1.2, -0.7, -0.9], [-1.2, -0.7, -0.8], [0.0, 0.3, -1.8], [1.3, 0.1, 0.7], [-1.7, -0.5, 0.2], [-0.3, 1.3, -1.0], [1.4, -0.3, 0.3], [-1.2, -1.0, 0.5], [0.8, 0.2, 1.5], [1.0, 0.9, -0.8], [-0.8, 0.4, 0.2], [-0.2, 1.2, -1.4], [0.6, -1.1, 1.3], [-2.4, -0.2, -0.2], [0.9, -0.3, -1.5], [0.8, 0.0, 1.5], [-1.6, -0.6, -0.1], [0.1, 0.7, 1.3], [-1.1, -0.8, -0.8], [1.3, -0.7, -0.6], [1.5, 0.7, 0.1], [-0.5, 0.0, 1.6], [0.3, 1.6, 0.2], [-1.4, 0.2, 2.1], [0.6, -1.5, 0.4], [-0.1, 1.3, 0.9], [1.1, -0.8, 1.2], [1.3, 1.1, 0.7], [-0.6, 0.8, -1.4], [1.5, 1.0, -1.5], [-1.6, -0.7, -2.3], [-0.4, 0.1, -1.2], [-0.7, -1.6, -0.2], [2.0, -0.3, -3.2], [0.0, -0.8, -0.6], [1.1, 1.0, 0.2], [-1.2, 1.3, 0.0], [7.3, -5.0, 0.2], [-0.7, 0.6, -1.7], [-1.4, 0.0, 0.4], [0.0, -1.7, -0.2], [-1.0, 0.6, 1.5], [-1.4, -0.1, 1.3], [-0.1, -0.2, -1.7], [-0.8, -1.1, -1.1], [1.4, -0.5, -0.5], [1.3, -1.3, 0.3], [-0.4, 1.1, 0.9], [0.3, -0.6, -0.6], [-0.5, 0.4, 0.2], [-7.2, 3.1, 3.0], [3.5, 1.6, 0.7], [0.5, -0.5, -1.5], [-0.1, 0.2, 0.4], [0.0, 0.1, 0.2], [0.0, 0.2, 0.2], [0.0, 0.0, 0.1], [0.1, -0.1, 0.0], [0.0, -0.1, 0.0], [0.0, 0.1, -0.1], [0.0, 0.1, -0.1], [-0.1, 0.0, 0.3], [-0.1, 0.0, 0.2], [0.3, -0.3, -0.2], [0.1, 0.3, -0.1], [-0.2, 0.0, -0.2], [-0.9, 1.1, -0.2], [0.1, 0.3, 0.0], [-0.1, -0.1, 0.0], [-0.1, -0.2, -0.1]], "mulliken_charge": [-0.9194, -0.0670, -0.5278, -0.8955, -0.6786, -0.0647, -1.2345, -0.3039, -0.7484, 0.5428, -0.2818, -0.2253, 1.0039, -0.1646, -0.6965, -0.5880, -0.1231, 0.0452, -0.5771, -0.4678, 3.2131, 0.3966, -0.4273, 0.6006, -1.2013, -0.3598, 0.0642, 0.0236, 0.2876, -0.6319, -0.6537, -1.1712, -0.9049, -0.3578, 0.4513, -0.6206, 0.2790, 0.3158, 0.1970, -0.0725, 0.2462, 0.2894, 0.3438, 0.4015, 0.3545, 0.4811, 0.3003, 0.2112, 0.4417, 0.3647, 0.5825, 0.1782, 0.2687, 0.2896, 0.4921, -0.5793, 0.1464, 0.2661, 0.1486, 0.3390, -0.2948, 0.0702, 0.4046, 0.0415, 0.4874, 0.1586, 0.3531, -0.2196, 0.3336, 0.2205, -3.7216, 0.5887, 0.2967, 0.5331, 0.1038, 0.3911, 0.2398, 0.3141, 0.9013, 0.5018, 0.1293, 0.5155, -0.0469, -0.7694, 0.3363, 0.2794, 0.2701, 1.0100, -0.2238, 0.0555, -0.1679, -0.5321, -0.4554, -0.1583, 0.3282, 0.3471, 0.3799, 0.2517, -0.3280, -0.0261, 0.0148, -0.0166, 0.3641, -0.2905, -0.6610, 0.3329, 0.3352], "de_lowest_ev": 5.338, "charge": 1, "orbital_gap_ev": 1.5, "e_lumo_ev": -6.71}